1.
This record from OMol25 describes C2H3BiLiO as an isolated structure. The level of theory is the ωB97M-V functional and the def2-TZVPD basis.

Last column: natural (NBO) charge in e.
Cartesian coordinates (Å):
O  1.34617  0.55230  0.04452  -0.732
C  1.31047  0.50934  -1.22298  0.199
Li  0.23969  0.71431  1.43214  0.967
Bi  0.58932  -1.52150  -0.43852  1.653
H  1.88405  1.33837  -1.69913  0.268
C  -1.31288  -0.56726  0.53388  -0.870
H  -2.12866  -1.31196  0.46742  0.251
H  -1.92816  0.28640  0.88266  0.264

Results
Spin multiplicity: 2
F_max (eV/Å): 2.03
E_HOMO (alpha / beta) (eV): -18.9 / -20.0
Relative energy (zero: lowest compared OMol25 entry of this formula, charge and spin) (kJ/mol): 0.0
Expectation value of S²: 0.7638
LUMO energy (alpha / beta) (eV): -11.222 / -11.794
Gap between HOMO and LUMO (alpha / beta) (eV): 7.64 / 8.17
Charge: +2
E_tot (hartree): -374.5463


2.
This record from OMol25 describes a 2-piece molecular cluster, C6H12 overall. The level of theory is the ωB97M-V functional and the def2-TZVPD basis.

Last column: natural (NBO) charge in e.
Cartesian coordinates (Å):
C  -1.77847  0.53657  1.05439  -0.619
C  -1.44242  -0.88166  0.60601  -0.423
C  -0.02718  -1.34767  0.77551  -0.385
C  1.09229  -0.30308  -0.70522  -0.258
C  2.28759  0.49473  -0.47228  -0.395
C  0.61304  1.00531  -1.19463  -0.397
H  -1.09879  1.15981  0.48581  0.206
H  -1.71154  0.81160  2.11910  0.202
H  -2.79228  0.75138  0.70698  0.207
H  -2.19321  -1.60105  1.03436  0.211
H  -1.45960  -0.76112  -0.67697  0.194
H  0.01753  -2.45553  0.73459  0.204
H  0.65750  -0.88668  1.45755  0.199
H  1.21622  -0.99905  -1.52942  0.213
H  2.35068  1.18663  0.36439  0.202
H  3.28361  0.25820  -0.90604  0.218
H  0.58474  1.24813  -2.25532  0.212
H  0.42456  1.87314  -0.56772  0.210

Results
Spin multiplicity: 1
F_max (eV/Å): 3.59
E_HOMO (eV): -7.7
Relative energy (zero: lowest compared OMol25 entry of this formula, charge and spin) (kJ/mol): 526.5
LUMO energy (eV): 1.190
Gap between HOMO and LUMO (eV): 8.93
E_tot (hartree): -235.6177


3.
This record from OMol25 describes C30H39N3PRuS2 as an isolated structure. The level of theory is the ωB97M-V functional and the def2-TZVPD basis.

Last column: Löwdin charge in e.
Cartesian coordinates (Å):
Ru  -0.35136  0.35622  -0.22295  1.259
C  2.91050  0.71289  1.94909  -0.105
C  1.75461  0.01045  2.64785  -0.508
C  1.92531  0.12155  4.17007  -0.071
P  0.12577  0.66510  2.09330  1.061
C  -1.12655  0.04327  3.26552  -0.525
C  -1.07834  -1.48633  3.31795  -0.078
C  -2.53236  0.55311  2.97489  -0.090
C  0.20955  2.48422  2.13447  -0.248
C  0.20869  3.28465  3.24382  0.015
C  0.39187  4.68578  3.12687  -0.175
C  0.40066  5.56262  4.32058  0.002
C  0.58746  5.24278  1.83390  0.037
C  0.58718  4.47527  0.70872  0.059
C  0.37092  3.07127  0.83236  -0.262
N  0.29765  2.23868  -0.19854  -0.094
C  0.50104  2.44344  -1.58537  -0.212
C  1.82589  2.59884  -2.08781  -0.189
C  3.02886  2.68728  -1.19919  -0.016
C  1.98698  2.77915  -3.44552  0.032
C  0.90041  2.85571  -4.32449  -0.197
C  1.11614  3.03022  -5.78822  -0.006
C  -0.39086  2.77877  -3.79516  0.029
C  -0.62168  2.58385  -2.44978  -0.194
C  -2.03276  2.57712  -1.93358  -0.023
H  3.84740  0.23633  2.23765  0.109
H  2.97324  1.76147  2.24566  0.093
H  2.82978  0.65674  0.86586  0.024
H  1.74091  -1.04739  2.36374  0.116
H  1.98498  1.16717  4.47860  0.088
H  2.87230  -0.34570  4.44005  0.107
H  1.14696  -0.37593  4.74317  0.074
H  -0.78913  0.45529  4.22418  0.116
H  -1.35298  -1.91484  2.34956  0.079
H  -1.80904  -1.83635  4.04671  0.106
H  -0.10795  -1.88334  3.60976  0.076
H  -2.91877  0.08388  2.06886  0.029
H  -2.58517  1.63798  2.87134  0.087
H  -3.18645  0.26634  3.79783  0.110
H  0.07783  2.86833  4.23552  0.132
H  0.14376  5.02859  5.23152  0.097
H  -0.29002  6.39905  4.18606  0.117
H  1.39303  6.00898  4.44592  0.122
H  0.72876  6.31350  1.75386  0.147
H  0.71617  4.90662  -0.27570  0.141
H  2.87115  2.25108  -0.21890  0.038
H  3.29903  3.73516  -1.04899  0.111
H  3.88959  2.20842  -1.66402  0.103
H  2.98850  2.90396  -3.83942  0.143
H  2.03426  3.57821  -5.99224  0.100
H  0.28059  3.54727  -6.25623  0.099
H  1.20601  2.04869  -6.26187  0.112
H  -1.23844  2.89495  -4.45892  0.138
H  -2.72970  2.78756  -2.74113  0.103
H  -2.18595  3.32124  -1.14909  0.100
H  -2.28015  1.59133  -1.54007  0.028
C  -4.12188  0.54523  0.18253  -0.086
C  -3.47050  -0.64563  -0.43557  -0.616
N  -2.16549  -0.84040  -0.60949  -0.062
C  -1.91518  -2.07252  -1.20899  -0.323
C  -3.03007  -2.78954  -1.49138  -0.276
S  -4.42117  -1.92560  -1.01508  1.212
C  -0.52468  -2.42878  -1.48449  -0.328
C  -0.05323  -3.55319  -2.08113  -0.281
S  1.64541  -3.47479  -2.21186  1.205
C  1.65896  -1.94549  -1.46889  -0.611
N  0.45857  -1.51366  -1.13585  -0.052
C  2.92345  -1.19306  -1.24464  -0.047
H  -3.38778  1.27956  0.50690  0.058
H  -4.71500  0.24721  1.04736  0.102
H  -4.79704  1.01548  -0.53342  0.107
H  -3.10443  -3.76166  -1.95005  0.104
H  -0.60567  -4.40294  -2.44612  0.102
H  3.74660  -1.64338  -1.79573  0.096
H  3.19124  -1.20687  -0.18784  0.081
H  2.81285  -0.15925  -1.57883  0.071

Results
Spin multiplicity: 5
F_max (eV/Å): 0.43
E_HOMO (alpha / beta) (eV): -16.7 / -16.7
Expectation value of S²: 6.0496
LUMO energy (alpha / beta) (eV): -10.094 / -11.402
Gap between HOMO and LUMO (alpha / beta) (eV): 6.60 / 5.28
Charge: +3
E_tot (hartree): -2562.5125


4.
This record from OMol25 describes a 2-piece molecular cluster, C25H49B2F4N3O3P2 overall. The level of theory is the ωB97M-V functional and the def2-TZVPD basis.

Last column: Löwdin charge in e.
Cartesian coordinates (Å):
C  -1.06433  -2.06964  5.58484  -0.091
C  -2.06783  -2.64101  4.56340  -0.138
B  -1.58427  -2.74072  3.08052  -0.569
O  -1.98183  -3.78601  2.27480  0.144
N  -0.52856  -1.78167  2.45847  -0.030
C  0.63510  -2.36087  1.72056  -0.271
C  1.31357  -3.56708  2.33457  -0.130
C  2.59382  -3.23084  3.10692  -0.175
C  3.65036  -2.40720  2.35771  -0.187
C  3.80567  -2.67711  0.85147  -0.190
C  5.17641  -3.25326  0.43785  -0.267
N  4.96815  -4.42328  -0.44104  -0.017
C  0.13018  -2.33308  0.30295  -0.088
C  -0.39119  -0.87210  0.18763  -0.265
C  -1.20945  -0.86707  -1.12175  -0.156
C  -1.85045  0.41906  -1.68049  -0.134
C  -1.44083  1.76729  -1.07431  -0.213
N  -0.87440  2.65105  -2.09552  -0.013
C  0.57824  2.87129  -2.03443  -0.170
C  1.14779  2.85145  -3.42640  -0.161
C  1.71132  1.68900  -3.96340  -0.056
C  2.14963  1.67760  -5.29104  -0.103
C  2.00181  2.82863  -6.05945  -0.076
C  1.43703  3.99716  -5.53261  0.024
C  1.01796  4.00923  -4.20037  -0.258
O  0.41204  5.10151  -3.63887  0.047
C  -0.98802  -0.56340  1.60575  -0.470
P  -0.05638  0.79132  2.60663  0.956
C  0.85672  1.88471  1.46977  -0.254
O  -1.25955  1.77344  3.13941  -0.317
P  -2.84211  -0.52436  1.94299  1.065
C  -3.69982  -1.56215  0.70111  -0.240
C  -3.50721  1.18715  1.64870  -0.393
C  -4.65604  1.29764  0.65613  -0.142
H  -0.31588  -2.79127  5.89614  0.076
H  -0.52601  -1.20457  5.19175  0.049
H  -1.59075  -1.69548  6.45470  0.077
H  -2.97570  -2.05252  4.61655  0.095
H  -2.34862  -3.64835  4.87286  0.109
H  -1.52819  -4.59805  2.52711  0.124
H  -0.07503  -1.41472  3.31175  0.078
H  1.35527  -1.53676  1.72734  0.130
H  0.67921  -4.15667  2.99803  0.114
H  1.56393  -4.24790  1.52489  0.122
H  3.02163  -4.17559  3.43475  0.117
H  2.30659  -2.71263  4.02269  0.110
H  4.60635  -2.58910  2.83996  0.105
H  3.44339  -1.35063  2.51271  0.099
H  3.68654  -1.72884  0.32919  0.108
H  3.04925  -3.34105  0.44432  0.080
H  5.71554  -3.56245  1.32617  0.100
H  5.72377  -2.48527  -0.10536  0.105
H  4.30285  -4.14696  -1.15400  0.058
H  5.82175  -4.61749  -0.95248  0.064
H  -0.67475  -3.04258  0.12922  0.127
H  0.91650  -2.55819  -0.40828  0.130
H  0.52209  -0.33336  -0.05551  0.114
H  -0.49868  -1.20538  -1.87292  0.118
H  -1.94797  -1.66078  -1.10019  0.086
H  -1.60288  0.49079  -2.73318  0.115
H  -2.93446  0.33508  -1.66801  0.081
H  -2.33654  2.26034  -0.70698  0.103
H  -0.77897  1.66087  -0.21632  0.054
H  -1.35158  3.53916  -2.08297  0.118
H  1.06261  2.12451  -1.40855  0.091
H  0.80309  3.84144  -1.59245  0.114
H  1.77715  0.81417  -3.33073  0.090
H  2.56332  0.76665  -5.69407  0.088
H  2.31299  2.81989  -7.09359  0.098
H  1.28520  4.88037  -6.13010  0.109
H  1.05945  5.73750  -3.32761  0.121
H  1.59840  2.38114  2.09418  0.046
H  1.39904  1.36616  0.68893  0.031
H  0.21673  2.66468  1.06831  0.046
H  -0.88209  2.42221  3.74299  0.073
H  -3.66395  -1.18564  -0.31231  0.021
H  -3.33647  -2.58491  0.71078  0.038
H  -4.73445  -1.58342  1.03125  0.054
H  -3.90029  1.46043  2.62475  0.068
H  -2.70808  1.88686  1.45194  0.045
H  -5.52281  0.74002  0.99462  0.072
H  -4.93224  2.34384  0.56858  0.085
H  -4.41044  0.95531  -0.34266  0.048
B  -1.76719  6.31587  -5.86422  -1.256
F  -2.19933  4.99336  -5.64213  0.074
F  -2.31568  6.80732  -7.05784  0.081
F  -2.16232  7.12876  -4.78525  0.073
F  -0.35482  6.33713  -5.97127  0.064

Results
Spin multiplicity: 1
F_max (eV/Å): 1.65
E_HOMO (eV): -8.0
LUMO energy (eV): -1.076
Gap between HOMO and LUMO (eV): 6.88
E_tot (hartree): -2504.0108


Question: F_max of number 1 (C2H3BiLiO)?
Answer: 2.03 eV/Å